[1]
ORCA calculation (ωB97M-V/def2-TZVPD) on a molecular structure, C31H46Cl2CrNP at a distorted geometry.

XYZ file:
```
82
Properties=species:S:1:pos:R:3:forces:R:3:lowdin_spin:R:1
P -0.6349 0.4728 -1.0339 -1.59 -0.28 -1.02 0.000
C -2.1255 1.5557 -0.4970 0.91 -0.24 -0.16 0.000
C -3.2159 1.9469 -1.5063 0.06 -0.22 0.03 0.000
C -4.1793 2.9608 -0.8954 0.09 0.08 0.03 0.000
C -4.7594 2.4928 0.4452 -0.03 -0.07 0.03 0.000
C -3.7133 1.9173 1.4098 0.02 0.04 -0.01 0.000
C -2.7771 0.9214 0.7375 0.08 0.05 -0.19 0.000
C -1.4867 -1.1740 -1.5473 0.66 0.62 0.20 0.000
C -2.8452 -1.1289 -2.2608 0.14 0.13 0.16 0.000
C -3.2840 -2.5078 -2.7468 0.04 -0.06 0.01 0.000
C -3.2599 -3.5462 -1.6191 -0.12 0.09 0.04 0.000
C -1.9780 -3.5265 -0.7832 0.17 0.05 0.08 0.000
C -1.5441 -2.1245 -0.3474 -0.04 0.05 -0.11 0.001
C -0.4840 1.1392 -2.7952 -0.04 -0.03 0.12 0.000
C -0.0759 2.6258 -2.7471 0.08 -0.18 -0.05 0.000
C 0.1237 3.2327 -4.1394 -0.01 -0.08 -0.05 0.000
C 1.0366 2.3988 -5.0476 0.14 -0.04 0.21 0.000
C 0.6442 0.9178 -5.0916 -0.09 0.11 0.09 0.000
C 0.4415 0.2972 -3.7032 0.07 0.10 0.24 0.000
H -1.5765 2.4690 -0.1889 -0.39 -0.16 0.11 0.000
H -3.7825 1.0485 -1.7802 0.08 0.38 0.05 0.000
H -2.7942 2.3425 -2.4411 -0.14 0.01 0.27 0.000
H -4.9935 3.1383 -1.6093 0.04 0.14 0.14 0.000
H -3.6513 3.9135 -0.7534 -0.05 -0.06 0.00 0.000
H -5.2643 3.3345 0.9290 -0.09 -0.06 -0.02 0.000
H -5.5293 1.7343 0.2556 0.07 -0.02 -0.02 0.000
H -3.1039 2.7337 1.8150 -0.05 -0.05 0.03 0.000
H -4.2092 1.4212 2.2504 -0.03 0.19 0.02 0.000
H -2.0110 0.5713 1.4445 -0.17 0.09 -0.12 0.000
H -3.3486 0.0373 0.4087 0.10 0.24 0.16 0.000
H -0.7171 -1.5341 -2.2544 -0.32 -0.29 0.27 0.000
H -2.6468 -2.8386 -3.5776 0.03 0.06 0.10 0.000
H -2.8445 -0.4141 -3.1011 -0.02 -0.28 0.26 0.000
H -3.5959 -0.7772 -1.5354 0.16 -0.17 -0.22 0.000
H -4.3047 -2.4197 -3.1397 0.10 -0.14 -0.08 0.000
H -3.4026 -4.5446 -2.0431 -0.05 0.00 0.05 0.000
H -4.1202 -3.3647 -0.9631 0.05 0.05 0.02 0.000
H -2.1141 -4.1394 0.1122 0.04 -0.11 -0.11 0.000
H -1.1624 -3.9732 -1.3633 0.00 0.00 0.02 0.000
H -0.5607 -2.1563 0.1438 -0.29 -0.09 -0.09 0.001
H -2.2573 -1.7278 0.3906 0.14 -0.16 -0.11 0.000
H -1.5076 1.0515 -3.1919 0.35 0.24 -0.23 0.000
H -0.8467 3.2078 -2.2223 0.20 -0.14 -0.06 0.000
H 0.8445 2.7432 -2.1504 -0.14 -0.14 -0.16 0.000
H -0.8551 3.3396 -4.6251 0.03 -0.02 0.03 0.000
H 0.5363 4.2423 -4.0246 -0.08 -0.06 -0.12 0.000
H 2.0712 2.4800 -4.6856 -0.10 -0.01 -0.01 0.000
H 1.0218 2.8131 -6.0632 0.07 -0.02 0.11 0.000
H 1.4147 0.3453 -5.6221 -0.11 0.09 -0.02 0.000
H -0.2824 0.8120 -5.6706 0.01 0.02 0.06 0.000
H 0.0114 -0.7031 -3.8484 0.12 0.23 0.08 0.000
H 1.4156 0.1388 -3.2113 -0.20 0.13 -0.06 0.000
Cr 2.1155 -0.1607 1.4604 0.39 -0.84 1.48 2.758
Cl 2.1464 -1.4836 -0.3130 0.45 -0.69 -0.95 0.042
Cl 0.9147 1.6432 1.8741 -0.37 1.03 0.54 0.045
C 2.2191 -1.3181 3.0300 0.71 -0.37 0.74 -0.048
H 3.2411 -1.4447 3.4551 -0.36 0.03 -0.50 0.003
C 1.2422 -2.0387 3.7815 0.11 0.96 -0.76 0.017
C 1.5238 -3.1116 4.6984 -0.30 0.18 -0.13 0.042
C 0.4849 -3.8399 5.2622 -0.15 0.17 -0.04 0.002
C -0.8568 -3.4982 5.0069 -0.10 0.03 -0.09 0.068
C -1.1495 -2.3879 4.1873 0.69 0.05 -0.16 0.005
C -0.1229 -1.6609 3.5871 -0.63 -0.80 0.59 0.043
H 2.5657 -3.3538 4.9329 -0.32 0.03 -0.19 0.002
H 0.6992 -4.6992 5.9184 -0.04 0.46 -0.29 -0.002
H -2.1832 -2.0928 4.0107 0.09 -0.08 0.08 -0.001
H -0.3229 -0.7691 2.9830 -0.06 -0.36 0.18 0.002
H -1.6690 -4.0818 5.4362 0.16 0.08 -0.02 0.006
C 8.1527 1.0526 3.2306 0.41 0.01 0.23 0.001
C 6.7363 0.8163 2.7849 -0.44 -0.32 -0.28 0.007
C 5.6684 1.5272 3.3414 0.08 0.15 0.13 -0.004
C 4.3680 1.2823 2.9285 -0.61 -0.54 -0.64 0.009
N 4.0484 0.3568 1.9765 1.76 0.52 0.15 -0.006
C 5.0874 -0.3498 1.4508 -0.87 0.41 0.29 0.008
C 6.4102 -0.1516 1.8221 0.23 0.21 0.24 -0.002
H 8.4944 2.0861 3.0514 -0.29 -0.32 -0.01 0.000
H 8.2588 0.8729 4.3152 -0.10 0.04 -0.40 0.000
H 8.8523 0.3824 2.7144 -0.21 0.14 0.11 0.000
H 5.8464 2.2805 4.1220 -0.11 -0.37 -0.41 -0.001
H 3.5201 1.8211 3.3583 0.24 -0.23 -0.21 0.000
H 4.8070 -1.1035 0.7175 0.03 0.16 0.13 0.000
H 7.1850 -0.7720 1.3603 -0.28 0.28 0.18 0.000
```
Positions in Å, forces in eV/Å.

Values from the calculation:
Total charge: -1
Multiplicity: 4
Orbital gap (alpha / beta): 3.88 / 4.57 eV


[2]
ORCA calculation (ωB97M-V/def2-TZVPD) on a gas-phase ion, H2NO4P (charge -2) at a distorted geometry.

XYZ file:
```
8
Properties=species:S:1:pos:R:3:forces:R:3:nbo_charge:R:1
N -1.0388 0.6578 -0.3855 2.20 -0.09 -2.57 -0.686
O 1.3869 1.2562 1.0071 -0.72 0.51 0.41 -1.254
O 1.7011 0.0905 -1.1866 0.52 -0.21 -1.61 -1.248
O 0.6240 -1.1584 0.7340 -0.66 -1.16 0.35 -1.262
O -1.7147 -0.6209 -0.5083 -0.17 0.07 -0.06 -0.704
P 0.9230 0.1602 0.0760 0.03 0.88 -0.47 2.386
H -0.9249 0.8024 0.5554 -1.23 0.73 3.54 0.288
H -0.9567 -1.1877 -0.2920 0.02 -0.73 0.40 0.479
```
Positions in Å, forces in eV/Å.

Values from the calculation:
SMILES: O=P([O-])([O-])NO
Total charge: -2
Orbital gap: 7.13 eV
Energy above the lowest of the compared OMol25 structures with the same formula, charge and spin: 68.6 kJ/mol


[3]
ORCA calculation (ωB97M-V/def2-TZVPD) on 8 unconnected molecules or ions with the total composition C36H90BBr2N3O16P3S8 at a distorted geometry.

XYZ file:
```
159
Properties=species:S:1:pos:R:3:forces:R:3:lowdin_charge:R:1
C 11.1034 3.7611 -0.5946 0.20 -1.75 0.24 -0.100
C 11.0902 2.7962 -1.8641 -1.04 1.11 -0.13 -0.229
C 9.7165 2.0041 -1.9967 1.37 0.42 -0.53 -0.171
C 9.6328 0.7061 -1.1175 -0.04 -0.34 0.27 -0.282
C 10.7395 0.5766 -0.0032 0.54 -0.11 -0.61 -0.087
C 8.1496 0.4019 -0.5463 1.34 1.31 -0.60 -0.516
P 8.0099 1.5536 0.9739 -0.30 0.51 2.27 0.761
O 6.9189 1.0036 2.1154 0.84 0.04 -1.70 -0.349
Br 6.9841 3.4470 0.1774 0.11 -0.86 -0.01 0.376
O 7.2820 0.8879 -1.5653 -0.01 -2.00 -0.07 -0.235
C 6.2258 0.0633 -2.0363 -0.38 1.36 -1.07 -0.802
S 6.2668 0.2910 -3.9142 0.13 -0.28 -0.09 0.799
P 4.5568 0.8933 -1.5620 -3.12 -0.90 -1.12 0.936
O 4.4449 0.9980 0.1338 1.26 0.84 -1.27 -0.319
O 4.5371 2.4251 -2.2774 1.34 -1.56 1.29 -0.302
N 6.2907 -1.3841 -1.8264 1.66 0.35 1.64 -0.097
C 5.1879 -2.0315 -1.0767 -1.20 -2.06 -0.08 -0.190
C 3.9376 -2.4214 -1.9670 -0.57 -0.08 1.13 -0.168
C 3.0761 -3.4249 -1.0839 -0.37 0.53 0.47 -0.196
C 1.8333 -2.7090 -0.4245 -0.48 -0.30 -0.22 -0.208
C 0.5946 -2.6462 -1.4064 0.47 0.06 0.69 -0.201
C -0.7957 -2.6994 -0.6656 -0.17 1.11 -0.57 -0.199
C -1.6349 -1.3623 -0.8299 -0.49 -0.97 -0.04 -0.205
C -3.1841 -1.6200 -0.5950 0.52 1.20 -0.30 -0.205
C -4.0404 -0.7308 -1.5882 -0.45 -1.31 0.89 -0.206
C -5.5584 -0.8878 -1.2031 -0.51 1.07 -0.40 -0.199
C -6.0340 0.1486 -0.1079 0.44 -0.39 -0.84 -0.182
C -5.9707 1.6273 -0.6102 0.34 -0.56 0.18 -0.229
O -6.9292 1.8185 -1.6731 0.63 0.47 -0.02 -0.215
C -6.3456 2.6559 -2.6786 -0.17 -0.18 0.01 -0.124
C 7.5941 -1.7793 -1.3962 -2.16 1.18 -0.62 -0.209
N 8.1806 -2.7370 -2.0402 1.85 -0.90 1.22 -0.151
C 9.5576 -3.1806 -1.6696 0.95 -0.70 -0.78 -0.019
P 7.3668 -3.5481 -3.4279 -2.60 -0.81 -1.30 0.703
O 7.5765 -5.2056 -3.1778 0.99 2.31 0.30 -0.314
Br 8.5678 -2.9652 -5.2766 0.50 -0.25 1.23 0.361
N 8.1869 -1.0435 -0.2943 0.93 -0.71 -2.04 0.001
O 7.5481 -1.4990 0.8493 -0.53 -0.65 1.31 0.096
B 8.4325 -2.0031 1.8481 0.84 0.09 1.97 -0.655
O 9.5890 -2.7637 1.6047 -1.33 1.34 -0.96 0.157
O 8.1174 -1.6768 3.1986 0.20 -0.10 -2.26 0.150
H 11.9826 3.4757 0.0410 -0.62 0.71 -0.50 0.075
H 10.2099 3.4994 0.0331 0.65 0.66 -0.51 0.032
H 11.1135 4.8349 -0.8650 0.00 -0.73 0.27 0.075
H 11.9784 2.1330 -1.9191 -0.60 0.46 0.04 0.094
H 11.1098 3.4814 -2.7513 0.19 -0.80 0.56 0.106
H 8.9210 2.7595 -1.8284 0.33 -0.75 0.10 0.070
H 9.6584 1.7110 -3.0748 -0.28 0.08 0.89 0.115
H 9.8195 -0.1623 -1.8113 -0.26 0.73 0.49 0.128
H 10.6868 -0.4108 0.5271 -0.23 0.92 -0.30 0.073
H 11.7404 0.5672 -0.5098 -0.89 -0.03 0.37 0.089
H 10.7699 1.4345 0.7014 -0.18 -0.80 -0.39 0.049
H 6.2514 0.3915 1.7685 -0.19 0.23 0.06 0.039
H 6.0167 -0.9603 -4.4666 -0.16 0.76 0.82 -0.140
H 4.1576 1.9048 0.3353 0.17 -0.09 0.33 0.048
H 5.3963 2.6573 -2.6649 -0.08 0.35 0.18 0.028
H 4.8857 -1.5180 -0.1264 0.32 -0.04 -0.96 0.124
H 5.5828 -3.0282 -0.7299 -0.11 0.91 -0.31 0.125
H 4.2312 -2.8573 -2.9466 0.04 0.32 0.71 0.100
H 3.2700 -1.5441 -2.1434 0.85 -0.54 -0.13 0.073
H 3.6888 -3.8273 -0.2388 -0.24 0.12 -0.74 0.099
H 2.6962 -4.2910 -1.6750 0.42 0.61 0.36 0.107
H 1.4790 -3.2543 0.4910 0.59 0.26 -0.78 0.105
H 2.1043 -1.6787 -0.0799 -0.10 -0.72 -0.27 0.110
H 0.6595 -3.5332 -2.0775 0.00 0.68 0.30 0.101
H 0.6926 -1.7163 -2.0218 -0.27 -0.81 0.30 0.108
H -1.3837 -3.5247 -1.1361 0.34 0.57 0.61 0.104
H -0.6818 -2.8780 0.4305 -0.01 -0.19 -0.85 0.107
H -1.5186 -0.9821 -1.8730 0.06 -0.27 0.68 0.099
H -1.2711 -0.5700 -0.1295 -0.19 -0.60 -0.58 0.112
H -3.4372 -1.3092 0.4501 0.06 -0.43 -0.75 0.108
H -3.4489 -2.6972 -0.7179 0.24 0.78 0.04 0.106
H -3.8971 -1.0952 -2.6375 0.10 0.39 0.80 0.111
H -3.6952 0.3235 -1.5021 -0.28 -0.67 -0.20 0.097
H -5.7825 -1.9257 -0.8490 0.33 0.77 -0.27 0.108
H -6.2025 -0.7108 -2.1052 0.56 -0.23 0.64 0.104
H -5.4136 -0.0169 0.8014 -0.60 0.46 -0.66 0.081
H -7.0949 -0.0625 0.1539 0.75 0.11 -0.01 0.113
H -6.1753 2.3309 0.2351 0.05 -0.53 -0.62 0.115
H -4.9640 1.8848 -1.0415 -0.67 -0.37 0.63 0.099
H -5.6162 2.0440 -3.2699 -0.26 0.66 0.42 0.091
H -7.1311 3.0097 -3.3821 0.39 -0.24 0.63 0.087
H -5.8505 3.5320 -2.1826 -0.30 -0.59 -0.68 0.092
H 9.8543 -3.9774 -2.4015 -0.38 0.70 0.59 0.087
H 9.6367 -3.6401 -0.6628 -0.26 0.76 -0.52 0.103
H 10.2495 -2.3293 -1.8469 -0.45 -0.58 0.53 0.104
H 7.2749 -5.6595 -3.9808 0.02 -0.02 0.05 0.059
H 10.3353 -2.4048 2.0984 -0.01 -0.47 0.27 0.115
H 8.8036 -1.0775 3.5222 -0.24 -0.10 0.42 0.112
C -4.0741 2.0885 3.2273 -0.08 0.15 -0.30 -0.279
S -5.5947 1.2620 3.7356 0.01 0.18 0.10 0.835
O -6.3829 0.9767 2.4957 0.04 0.30 0.55 -0.566
C -6.3363 2.7010 4.5261 -0.04 -0.03 -0.19 -0.275
H -3.4645 1.3769 2.6737 -0.03 -0.05 0.14 0.038
H -4.3107 2.9409 2.5872 -0.16 -0.03 0.03 0.058
H -3.5284 2.4188 4.1088 -0.02 -0.10 -0.01 0.034
H -6.4292 3.5153 3.8049 0.06 -0.07 -0.07 0.060
H -5.7192 3.0132 5.3687 -0.07 -0.07 0.04 0.050
H -7.3240 2.4242 4.8890 0.11 -0.01 0.09 0.023
C -8.9007 5.8058 6.5856 0.06 0.01 -0.13 -0.264
S -9.0844 4.2793 7.5285 -0.19 0.00 0.19 0.821
O -8.1296 3.2805 6.9542 -0.11 0.14 -0.11 -0.573
C -10.7224 3.8720 6.9042 0.08 0.10 -0.17 -0.285
H -7.9144 6.2194 6.7935 -0.03 -0.08 0.06 0.046
H -8.9898 5.5970 5.5184 -0.03 -0.07 0.03 0.056
H -9.6650 6.5186 6.8960 0.00 -0.06 0.05 0.055
H -10.6971 3.7851 5.8186 0.02 -0.02 0.05 0.027
H -11.4293 4.6465 7.2026 0.07 -0.01 0.09 0.061
H -11.0279 2.9202 7.3349 0.13 0.02 -0.01 0.020
C -10.9891 0.8979 3.1913 -0.02 -0.07 0.06 -0.259
S -11.7503 2.5209 2.9993 0.00 -0.06 0.02 0.816
O -12.2782 2.9271 4.3370 0.00 -0.18 -0.24 -0.566
C -13.1532 1.9594 2.0162 -0.10 -0.05 0.01 -0.271
H -10.1026 1.0080 3.8149 -0.03 0.09 -0.05 0.047
H -11.6895 0.2138 3.6723 -0.05 0.09 0.00 0.058
H -10.6973 0.5147 2.2131 0.02 0.07 0.00 0.056
H -13.7188 1.2090 2.5702 0.06 0.03 0.05 0.057
H -12.7936 1.5420 1.0750 0.05 0.04 0.03 0.054
H -13.7924 2.8173 1.8110 0.09 0.02 0.05 0.049
C 6.0067 -3.7467 -7.7023 -0.10 -0.09 0.02 -0.289
S 5.3001 -2.0896 -7.7707 -0.20 -0.05 -0.20 0.821
O 4.8724 -1.7390 -6.3787 0.19 -0.19 0.13 -0.595
C 3.8243 -2.5412 -8.6963 0.01 -0.06 0.25 -0.265
H 6.9208 -3.6789 -7.1201 -0.07 -0.04 -0.15 -0.070
H 5.3103 -4.4300 -7.2128 -0.07 0.08 -0.02 0.060
H 6.2328 -4.0982 -8.7095 -0.01 0.07 0.01 0.057
H 3.2605 -3.2989 -8.1497 0.09 0.03 0.09 0.065
H 4.1095 -2.9182 -9.6768 0.00 0.15 0.00 0.025
H 3.2103 -1.6511 -8.8197 0.11 0.00 -0.06 0.058
C 4.0164 -4.1530 -12.9054 -0.05 -0.09 0.07 -0.272
S 3.3187 -2.4900 -12.9541 -0.08 0.05 -0.03 0.825
O 2.8998 -2.1418 -11.5629 0.07 -0.22 -0.25 -0.564
C 1.8303 -2.9364 -13.8671 -0.08 -0.06 0.02 -0.266
H 4.9467 -4.1169 -12.3393 -0.02 0.09 -0.04 0.044
H 3.3193 -4.8347 -12.4162 -0.04 0.07 -0.01 0.059
H 4.2244 -4.4905 -13.9210 0.00 0.05 0.01 0.055
H 1.2702 -3.6940 -13.3176 0.07 0.03 0.05 0.060
H 2.1073 -3.3126 -14.8525 0.05 0.04 0.03 0.055
H 1.2179 -2.0428 -13.9799 0.10 0.01 0.05 0.053
C -2.5933 0.9616 7.1973 -0.08 -0.05 0.02 -0.261
S -1.4734 0.4719 5.8708 -0.09 -0.07 -0.04 0.813
O -2.3067 0.2097 4.6611 0.21 -0.06 0.33 -0.563
C -1.0317 -1.1275 6.5764 -0.04 -0.10 0.04 -0.271
H -3.0220 1.9303 6.9427 0.07 -0.03 -0.05 0.046
H -3.3927 0.2267 7.2991 0.03 -0.01 -0.08 0.063
H -2.0366 1.0466 8.1310 0.04 0.01 -0.04 0.054
H -1.9287 -1.7317 6.7178 -0.03 0.08 -0.05 0.060
H -0.5240 -0.9769 7.5300 0.00 0.05 -0.03 0.052
H -0.3591 -1.6325 5.8841 -0.03 0.10 -0.03 0.048
C -12.0602 2.1112 11.6042 -0.05 0.02 0.09 -0.266
S -11.9133 2.7422 9.9211 -0.04 0.12 0.13 0.784
O -11.9073 4.2318 10.0015 -0.09 -0.31 0.01 -0.545
C -13.5592 2.2374 9.3854 -0.11 0.02 0.00 -0.258
H -11.1442 2.3545 12.1409 0.00 0.03 -0.11 0.051
H -12.9092 2.5792 12.1037 0.01 0.04 -0.08 0.058
H -12.1875 1.0285 11.5772 0.02 0.02 -0.05 0.053
H -14.3150 2.6976 10.0231 0.08 0.04 0.02 0.059
H -13.6390 1.1505 9.4299 0.06 0.02 -0.01 0.054
H -13.7009 2.5689 8.3568 0.10 0.01 0.04 0.050
```
Positions in Å, forces in eV/Å.

Values from the calculation:
Total charge: +1
Orbital gap: 4.75 eV